# 1
Formula: C11H26InO8
Source: the Open Molecules 2025 dataset
Level of theory: ωB97M-V/def2-TZVPD

**HOMO level**: -3.891 eV
**Charge**: -1
**Multiplicity**: 1
**E_tot**: -33377.993 eV
**Gap between HOMO and LUMO**: 6.17 eV

Atoms and positions in Å:
C 0.817 0.687 -0.231
C 1.591 1.689 -1.082
C 2.125 2.899 -0.333
C 1.066 3.568 0.531
In 4.010 2.568 0.844
C 3.792 1.168 2.597
O 2.414 1.039 3.044
O 2.056 -0.299 2.720
H 1.442 -0.152 0.009
H 0.394 1.122 0.656
H -0.009 0.308 -0.813
H 2.383 1.197 -1.618
H 0.908 2.049 -1.854
H 2.398 3.625 -1.085
H 0.884 3.051 1.459
H 1.422 4.549 0.793
H 0.142 3.679 -0.038
H 4.461 4.187 1.518
H 5.396 2.057 -0.183
H 4.310 1.601 3.438
H 4.173 0.173 2.435
H 1.096 -0.268 2.775
C -4.325 -3.794 3.019
O -3.007 -3.454 2.597
C -2.160 -3.194 3.599
O -2.431 -3.236 4.771
O -0.980 -2.889 3.073
C 0.040 -2.580 4.031
H -4.901 -3.977 2.116
H -4.314 -4.696 3.629
H -4.776 -2.974 3.574
H 0.227 -3.434 4.679
H -0.240 -1.712 4.625
H 0.944 -2.354 3.475
C -1.735 1.966 -5.771
O -1.631 1.109 -4.637
C -1.787 -0.186 -4.903
O -2.011 -0.664 -5.986
O -1.653 -0.859 -3.763
C -1.791 -2.272 -3.886
H -1.586 2.978 -5.407
H -0.965 1.731 -6.503
H -2.721 1.886 -6.225
H -1.028 -2.677 -4.548
H -2.783 -2.532 -4.252
H -1.656 -2.682 -2.889

Atom charges from the Mulliken analysis, given in e for atoms 1 to 4: -0.819 -0.529 -0.184 -1.460

# 2
Formula: C4H11N2S
Source: the Open Molecules 2025 dataset
Level of theory: ωB97M-V/def2-TZVPD

**HOMO level (spin up / spin down)**: -8.833 / -8.784 eV
**Energy above the lowest of the compared OMol25 structures with the same formula, charge and spin**: 43.8 kcal per mole
**⟨S²⟩**: 0.753
**Multiplicity**: 2
**E_tot**: -18138.621 eV
**Gap between HOMO and LUMO (spin up / spin down)**: 9.74 / 6.61 eV

Atoms and positions in Å:
C 0.698 -1.405 -0.069
N 0.644 -0.826 1.293
C 1.795 0.100 1.456
N 1.771 1.556 0.841
C -0.623 -1.412 -0.895
C -0.902 -0.125 -1.641
S -1.821 1.010 -0.467
H 1.779 -1.107 -0.666
H 1.000 -2.441 0.212
H -0.269 -0.295 1.458
H 2.728 -0.396 1.076
H 1.904 0.297 2.647
H 1.033 2.093 1.116
H 1.693 1.534 -0.137
H -1.522 -1.667 -0.281
H -0.494 -2.336 -1.549
H 0.094 0.216 -1.971
H -1.530 -0.113 -2.467

Atom charges from the Mulliken analysis, given in e for atoms 1 to 4: -0.437 -0.272 -0.597 -0.540

# 3
Formula: C53H50AsEuN3O3S3Si
Source: the Open Molecules 2025 dataset
Level of theory: ωB97M-V/def2-TZVPD

**HOMO level (spin up / spin down)**: -0.901 / -1.115 eV
**Charge**: -2
**Energy above the lowest of the compared OMol25 structures with the same formula, charge and spin**: 71.7 kcal per mole
**⟨S²⟩**: 15.760
**Multiplicity**: 8
**E_tot**: -186938.849 eV
**Gap between HOMO and LUMO (spin up / spin down)**: 4.82 / 5.03 eV

Atoms and positions in Å:
Eu 2.515 -0.693 0.661
C -4.897 -1.590 -4.127
C -3.983 -1.858 -2.986
C -4.456 -2.334 -1.739
C -3.551 -2.579 -0.721
C -2.147 -2.362 -0.950
C -1.741 -1.816 -2.106
C -2.641 -1.627 -3.157
S -0.978 -2.525 0.371
O -1.418 -3.740 0.967
O -1.127 -1.398 1.247
N 0.471 -2.496 -0.230
C 0.781 -3.467 -1.163
C 0.251 -4.745 -1.359
C 0.707 -5.574 -2.392
C 1.709 -5.122 -3.173
C 2.369 -3.931 -2.980
C 3.459 -3.575 -3.735
C 4.056 -2.396 -3.457
C 3.546 -1.540 -2.448
N 2.505 -1.859 -1.720
C 1.911 -3.047 -1.958
H -4.574 -2.235 -4.952
H -4.675 -0.615 -4.563
H -5.909 -1.752 -3.864
H -5.485 -2.320 -1.611
H -3.891 -2.775 0.304
H -0.713 -1.483 -2.234
H -2.277 -1.191 -4.026
H -0.501 -5.054 -0.611
H 0.261 -6.595 -2.599
H 1.994 -5.835 -4.058
H 3.753 -4.222 -4.580
H 4.865 -2.006 -4.120
H 3.966 -0.518 -2.297
C 3.681 4.430 0.171
Si 3.251 2.608 0.594
C 2.764 2.572 2.373
C 4.859 1.583 0.506
N 2.142 1.951 -0.426
C 1.056 2.421 -1.051
C 0.487 3.671 -0.680
C -0.418 4.321 -1.442
C -1.011 3.713 -2.538
C -0.585 2.443 -2.851
C 0.432 1.855 -2.175
O 0.784 0.567 -2.631
C 1.675 0.616 -3.647
C 1.574 -0.364 -4.678
C 2.383 -0.364 -5.821
C 3.350 0.632 -5.965
C 3.430 1.620 -4.986
C 2.588 1.656 -3.869
H 3.668 4.401 -0.907
H 4.704 4.714 0.479
H 2.872 5.041 0.571
H 3.529 2.861 3.067
H 1.831 3.102 2.603
H 2.534 1.567 2.706
H 5.349 1.846 1.438
H 5.468 1.883 -0.292
H 4.911 0.442 0.649
H 0.865 4.238 0.181
H -0.670 5.349 -1.088
H -1.613 4.194 -3.258
H -0.859 1.939 -3.762
H 0.812 -1.098 -4.496
H 2.216 -1.099 -6.604
H 3.955 0.756 -6.915
H 4.153 2.435 -5.049
H 2.570 2.529 -3.244
C 2.494 -4.646 1.548
C 2.989 -3.250 1.903
S 4.457 -2.687 1.089
C 2.386 -2.491 2.841
C 1.100 -2.947 3.517
S 2.999 -0.827 3.496
H 1.472 -4.756 1.835
H 3.138 -5.365 2.102
H 2.517 -4.968 0.516
H 1.272 -3.345 4.543
H 0.536 -3.691 2.968
H 0.437 -2.094 3.714
C -3.232 5.639 2.101
C -2.450 5.421 3.233
C -1.840 4.154 3.354
C -1.927 3.247 2.365
C -2.699 3.498 1.229
C -3.325 4.738 1.035
As -1.168 1.472 2.433
C -1.323 1.147 4.331
C -0.298 1.329 5.237
C -0.412 0.949 6.582
C -1.652 0.367 6.971
C -2.688 0.158 6.051
C -2.535 0.556 4.732
C -3.409 0.198 3.574
C -4.611 -0.486 3.666
C -5.299 -0.795 2.502
C -4.781 -0.381 1.279
C -3.609 0.312 1.184
C -2.875 0.587 2.341
H -3.766 6.574 1.939
H -2.419 6.146 4.049
H -1.207 3.900 4.187
H -2.813 2.871 0.386
H -3.964 4.905 0.153
H 0.598 1.877 4.950
H 0.310 0.941 7.332
H -1.821 0.229 8.007
H -3.631 -0.257 6.377
H -4.896 -0.841 4.699
H -6.291 -1.375 2.494
H -5.347 -0.713 0.391
H -3.306 0.542 0.164

Atom charges from the Mulliken analysis, given in e for atoms 1 to 4: 0.539 -1.667 1.242 -1.134